# 1
Below is C26H43Br2NO5SSr as an isolated structure, with properties calculated with the ωB97M-V functional and the def2-TZVPD basis.

The value obtained for the gap between HOMO and LUMO is 0.226 Eh. The value obtained for the energy relative to the best compared isomer or geometry (same formula, charge and spin) is 1.759 eV. The value obtained for the LUMO energy is 0.1 eV.

Structure (XYZ):
```
79
Properties=species:S:1:pos:R:3:forces:R:3:mulliken_charge:R:1
Sr -0.0816 0.1848 0.0105 0.0 3.1 0.5 2.114
C 2.5038 1.9031 -2.5565 0.0 0.2 -0.1 -0.799
O 2.6557 0.6086 -2.0218 -0.2 -0.3 0.1 -0.196
C 3.5936 0.5268 -0.9807 0.2 -0.1 0.2 -0.478
C 3.3749 -0.7983 -0.2725 0.6 0.3 -0.4 -0.856
O 2.0396 -0.8039 0.1506 0.3 0.0 0.0 -0.313
C 1.5520 -2.0209 0.6620 0.2 -1.1 0.5 -0.708
C 0.2552 -2.4741 0.0007 0.5 -1.2 0.1 -0.795
O -0.8965 -1.9448 0.6117 0.2 -0.1 1.0 0.167
C -2.0648 -2.4018 0.0015 -0.9 -0.5 -0.4 -0.984
H 2.2009 2.6193 -1.7798 0.1 -0.1 -0.1 0.258
H 3.4325 2.2485 -3.0301 -0.1 0.0 0.1 0.344
H 1.7204 1.8283 -3.3066 0.0 0.1 0.0 0.221
H 4.6238 0.5782 -1.3661 -0.1 0.0 0.1 0.423
H 3.4524 1.3457 -0.2622 0.0 0.0 -0.1 0.220
H 3.5462 -1.6281 -0.9717 0.0 0.1 0.1 0.423
H 4.0569 -0.8955 0.5845 -0.1 0.0 -0.1 0.262
H 2.3001 -2.7951 0.4659 -0.1 0.0 0.1 0.557
H 1.4054 -1.9135 1.7387 0.0 -0.1 0.0 0.365
H 0.2524 -2.2038 -1.0539 0.0 -0.1 -0.3 0.177
H 0.2064 -3.5696 0.0807 0.1 0.1 -0.1 0.521
H -2.2208 -3.4570 0.2635 -0.1 0.1 -0.1 0.299
H -2.8803 -1.7842 0.3766 -0.1 -0.1 -0.1 0.247
H -2.0035 -2.2871 -1.0844 -0.1 -0.1 0.0 0.327
C 1.6958 -2.8678 -3.2775 0.1 0.1 0.0 -0.982
C 0.4246 -2.3089 -3.8424 0.1 -0.1 -0.1 0.697
C 0.0156 -2.6882 -5.1372 -0.4 0.1 -0.2 -0.991
C -1.1664 -2.2069 -5.6329 0.3 -0.1 0.1 -0.888
C -1.9423 -1.3275 -4.8455 -0.1 0.1 0.0 0.926
C -3.2010 -0.8022 -5.2215 -0.2 0.1 0.0 0.008
Br -3.9571 -1.2439 -6.9138 0.0 0.0 0.1 -0.256
C -3.9078 0.0128 -4.3722 0.1 -0.2 -0.4 -0.452
C -3.3774 0.3645 -3.1342 0.4 0.1 0.4 -0.262
Br -4.3672 1.4900 -1.9722 0.0 -0.1 -0.1 -0.196
C -2.1151 -0.0533 -2.6973 -0.5 -0.2 -0.7 -0.267
O -1.5866 0.2907 -1.5988 -0.5 0.2 -0.1 -0.414
C -1.4154 -0.9681 -3.5808 -0.7 0.2 -0.2 -0.277
N -0.2720 -1.4834 -3.1047 0.7 -0.1 0.2 0.309
H 1.7371 -3.9478 -3.4047 0.0 -0.1 0.0 0.411
H 1.7820 -2.6197 -2.2219 0.1 0.0 -0.1 -0.144
H 2.5571 -2.4369 -3.7922 0.0 0.0 0.0 0.344
H 0.6315 -3.3645 -5.7134 0.0 0.0 -0.1 0.483
H -1.5184 -2.4950 -6.6136 0.0 0.0 0.0 0.347
H -4.8776 0.3951 -4.6570 0.0 0.0 0.0 0.424
C -3.7235 1.3715 4.6457 0.0 0.1 0.0 -1.292
C -2.3412 2.0052 4.6070 0.0 0.0 0.0 0.144
C -1.2169 0.9800 4.6542 -0.1 -0.1 -0.3 -1.290
S -1.2479 -0.0945 3.1536 -1.5 0.4 0.9 0.716
O 0.1520 -0.4614 2.8843 1.6 -0.4 -0.6 -0.683
C -2.0564 -1.6083 3.8314 0.0 0.1 0.0 -1.001
C -1.0699 -2.6771 4.2708 0.0 0.1 -0.1 -0.012
C -0.3116 -2.3142 5.5375 0.1 -0.1 0.0 -1.320
H -4.4942 2.1383 4.6981 -0.1 0.0 0.0 0.422
H -3.8391 0.7221 5.5138 0.0 -0.1 0.1 0.285
H -3.9120 0.7816 3.7493 0.0 -0.1 -0.1 0.279
H -2.2152 2.6799 5.4586 0.0 0.0 0.0 0.445
H -2.2261 2.6088 3.7044 0.0 0.0 0.0 0.002
H -1.2480 0.3697 5.5557 0.0 -0.1 0.0 0.588
H -0.2443 1.4665 4.5959 0.1 -0.1 -0.1 0.437
H -2.6952 -1.9802 3.0297 0.0 0.0 -0.1 0.387
H -2.6996 -1.2919 4.6508 -0.1 0.0 0.0 0.555
H -0.3649 -2.8499 3.4541 0.0 0.0 0.0 -0.084
H -1.6254 -3.6070 4.4174 0.0 0.0 0.0 0.527
H 0.3115 -1.4382 5.3719 0.1 0.1 0.0 0.250
H 0.3377 -3.1343 5.8412 0.0 0.0 0.0 0.408
H -0.9946 -2.1074 6.3617 0.0 0.0 0.1 0.334
C 1.8385 3.6659 1.3032 -0.1 0.0 0.0 -1.060
C 0.3361 3.8662 1.1655 -0.4 -0.1 0.1 0.670
C -0.1401 4.8925 2.2036 0.2 0.1 -0.3 -1.619
C -0.4315 2.5408 1.2873 0.4 0.0 -0.6 -0.859
H 2.3865 4.6083 1.2623 0.1 0.1 0.0 0.473
H 2.2055 3.0139 0.5112 0.1 -0.1 -0.1 -0.184
H 2.0605 3.1830 2.2560 0.1 -0.1 0.1 0.237
H 0.1589 4.2961 0.1724 -0.1 0.0 0.0 0.309
H 0.0187 4.5087 3.2110 0.1 -0.1 0.2 0.212
H -1.2047 5.0861 2.0917 -0.1 0.0 0.0 0.362
H 0.3942 5.8405 2.1147 0.0 0.2 0.0 0.476
H -1.5028 2.7537 1.1920 -0.2 0.0 -0.1 0.285
H -0.2998 2.2259 2.3222 0.1 -0.1 0.5 -0.014
```
Positions in Å, forces in eV/Å.

=====

# 2
Below is C26H43Cl2DyN2OP as an isolated structure, with properties calculated with the ωB97M-V functional and the def2-TZVPD basis.

The spin multiplicity is 6. The value obtained for the gap between HOMO and LUMO (alpha / beta) is 0.129 / 0.129 Eh. The value obtained for the energy relative to the best compared isomer or geometry (same formula, charge and spin) is 0.577 eV. The value obtained for the LUMO energy (alpha / beta) is 2.1 / 2.1 eV. The total charge is -1.

Structure (XYZ):
```
76
Properties=species:S:1:pos:R:3:forces:R:3:mulliken_spin:R:1
P 0.7471 0.3434 -1.0671 -0.4 -0.1 -0.1 0.006
C -0.3969 1.7354 -1.6553 0.5 -0.2 0.2 -0.002
C -0.4440 2.0923 -3.1476 -0.2 0.0 0.0 0.000
C -1.2668 3.3717 -3.3564 0.1 0.0 0.0 0.000
C -2.6743 3.2679 -2.7596 0.0 -0.1 0.0 0.000
C -2.6397 2.8417 -1.2888 0.1 -0.1 0.0 0.000
C -1.8118 1.5639 -1.0820 0.0 0.1 0.0 -0.001
C 0.0321 -1.2616 -1.7624 0.3 0.4 0.3 -0.001
C -0.4863 -1.2574 -3.2009 -0.1 -0.2 0.0 0.000
C -0.8474 -2.6888 -3.6262 0.0 0.1 0.0 0.000
C -1.8569 -3.3377 -2.6729 0.0 0.1 0.0 0.000
C -1.3994 -3.2661 -1.2122 0.1 0.1 0.0 0.000
C -1.0159 -1.8389 -0.7944 0.1 -0.1 -0.1 -0.004
C 2.2055 0.5899 -2.2038 -0.4 0.0 -0.3 0.000
C 2.8543 1.9589 -1.9278 0.1 -0.2 0.0 0.000
C 4.0998 2.1901 -2.7936 -0.1 -0.1 0.0 0.000
C 5.1171 1.0530 -2.6561 -0.1 0.0 0.1 0.000
C 4.4745 -0.3116 -2.9212 -0.1 0.0 0.1 0.000
C 3.2262 -0.5520 -2.0583 0.1 0.2 0.0 0.001
H 0.0695 2.5904 -1.1265 -0.3 -0.1 -0.1 0.001
H -0.8961 1.2690 -3.7174 0.1 0.2 0.1 0.000
H 0.5650 2.2399 -3.5555 -0.2 0.0 0.1 0.000
H -1.3235 3.6030 -4.4265 0.0 0.0 0.1 0.000
H -0.7387 4.2058 -2.8741 0.0 0.0 0.0 0.000
H -3.1898 4.2298 -2.8566 0.0 -0.1 0.0 0.000
H -3.2589 2.5368 -3.3336 0.1 0.0 0.0 0.000
H -2.1922 3.6466 -0.6901 -0.1 -0.1 0.0 0.000
H -3.6566 2.6839 -0.9137 0.1 0.1 0.0 0.000
H -1.7594 1.3225 -0.0099 0.0 0.0 -0.2 0.000
H -2.3145 0.7248 -1.5884 0.1 0.2 0.1 0.000
H 0.9089 -1.9336 -1.7309 -0.3 0.1 0.1 0.001
H 0.0712 -3.2909 -3.6361 -0.1 0.0 0.0 0.000
H 0.2607 -0.8413 -3.8932 -0.2 -0.1 0.1 0.000
H -1.3824 -0.6225 -3.2706 0.1 -0.2 0.0 0.000
H -1.2389 -2.6829 -4.6500 0.0 -0.1 0.1 0.000
H -2.0200 -4.3825 -2.9605 0.0 0.1 0.0 0.000
H -2.8247 -2.8288 -2.7723 0.1 0.0 0.0 0.000
H -2.1838 -3.6464 -0.5486 0.1 0.0 -0.1 0.000
H -0.5229 -3.9152 -1.0806 -0.1 0.1 0.0 0.000
H -0.6169 -1.8362 0.2304 -0.1 0.0 -0.2 0.003
H -1.9133 -1.2019 -0.8004 0.2 -0.2 0.1 0.000
H 1.8066 0.5733 -3.2351 0.4 0.1 0.1 0.000
H 2.1382 2.7758 -2.0960 0.1 -0.2 0.1 0.000
H 3.1371 2.0006 -0.8651 -0.1 0.0 -0.1 0.000
H 3.7951 2.2728 -3.8460 0.0 0.0 0.1 0.000
H 4.5596 3.1451 -2.5165 0.0 -0.1 -0.1 0.000
H 5.5317 1.0637 -1.6397 0.0 0.0 -0.1 0.000
H 5.9541 1.2132 -3.3441 0.0 0.0 0.1 0.000
H 5.1980 -1.1135 -2.7397 0.0 0.1 -0.1 0.000
H 4.1859 -0.3692 -3.9796 0.0 0.0 0.1 0.000
H 2.7766 -1.5129 -2.3437 0.1 0.2 0.1 0.000
H 3.5137 -0.6388 -0.9991 0.0 0.0 -0.1 0.000
Dy 1.1173 0.1871 3.4543 -1.8 -0.8 0.6 5.085
Cl 1.7784 -1.7571 2.0880 0.6 -0.9 -0.8 0.000
Cl 0.0707 2.2687 2.6497 -0.3 1.1 -0.5 0.003
C -0.5007 -0.7870 4.7420 0.9 0.9 -0.4 -0.034
H -0.1820 -1.1953 5.7179 0.0 -0.2 -0.1 -0.019
C -1.8296 -1.1307 4.4243 -0.1 0.0 0.0 -0.042
C -2.5512 -2.0542 5.2587 -0.6 0.1 -0.4 -0.002
C -3.8362 -2.4639 4.9392 0.2 0.4 -0.3 0.002
C -4.4815 -1.9601 3.7899 -0.2 -0.1 -0.1 -0.004
C -3.8238 -1.0300 2.9611 0.3 -0.2 0.5 0.002
C -2.5396 -0.6047 3.2711 0.1 -0.4 0.4 -0.005
H -2.0438 -2.4274 6.1522 -0.2 0.0 -0.2 0.000
H -4.3588 -3.1748 5.5864 0.1 0.2 -0.2 0.000
H -4.3305 -0.6308 2.0755 0.1 -0.1 0.3 0.000
H -2.0359 0.1551 2.6626 -0.2 -0.3 0.1 0.003
H -5.4918 -2.2853 3.5462 0.2 0.0 0.0 0.000
N 1.3692 1.1724 7.3993 0.1 0.2 0.4 -0.001
C 1.9348 0.2394 6.6144 0.0 0.1 -1.8 0.001
N 2.3450 -0.9075 7.1927 0.2 0.1 0.3 -0.001
O 2.1086 0.4418 5.3638 0.8 -0.1 3.2 0.009
H 1.1932 0.9801 8.3846 -0.1 0.1 -0.8 0.000
H 0.8537 1.9157 6.9397 0.1 -0.3 0.1 0.001
H 2.6560 -1.6592 6.5922 -0.1 0.2 0.2 0.001
H 2.2217 -1.0670 8.1907 0.0 -0.1 -0.8 0.000
```
Positions in Å, forces in eV/Å.